# 1
C6H12N2O | ωB97M-V/def2-TZVPD

```
21
Properties=species:S:1:pos:R:3:forces:R:3:nbo_charge:R:1
O -0.78196 0.77445 -1.47372 0.224 -0.232 -0.260 -0.7073
N 1.58005 -2.30056 0.42903 -0.107 0.180 -0.033 -0.8052
N 1.12819 -0.77284 -1.28622 0.029 -0.140 0.249 -0.8153
C -0.60040 -1.27541 1.99396 -0.030 -0.046 -0.082 -0.6101
C 0.91557 -1.21312 -0.07122 0.294 -0.100 -0.427 0.5053
C -0.50888 0.68407 0.47132 0.363 -0.089 0.553 0.3642
C -0.84511 1.86304 0.95307 -0.042 -0.028 -0.290 -0.5689
C -0.54763 2.03371 -2.07456 0.018 -0.246 0.084 -0.2600
C -0.05835 -0.56168 0.77256 -0.224 0.216 -0.049 -0.3585
H -0.92689 -2.29491 1.76160 -0.003 0.028 0.024 0.2027
H 0.13424 -1.33493 2.80650 -0.006 0.014 -0.055 0.1973
H 1.85888 -1.23061 -1.81509 -0.042 -0.085 0.117 0.3607
H 0.09949 2.66160 -1.44993 -0.021 -0.007 0.019 0.1729
H -1.45934 -0.73416 2.38685 0.026 -0.008 -0.033 0.2361
H -0.39798 2.20740 1.87710 0.043 -0.073 -0.025 0.2275
H -1.54930 2.51619 0.45812 -0.027 -0.023 -0.015 0.2229
H -1.49881 2.54932 -2.22363 0.037 -0.017 0.010 0.1759
H 1.36205 -2.64839 1.34548 -0.029 0.031 -0.070 0.3999
H -0.06882 1.90146 -3.05048 -0.021 0.037 0.053 0.1767
H 0.10790 0.09857 -1.61021 -0.448 0.505 0.170 0.4915
H 2.05711 -2.92320 -0.20053 -0.036 0.083 0.061 0.3917
```
Positions in Å, forces in eV/Å.

SMILES: [H]/N=C(\N)C(C)=C=C.CO
Max |F|: 0.0135 hartree/bohr
ΔE to the lowest compared entry with this formula, charge and spin: 72.42 kcal/mol
HOMO level: -7.47 eV

---

# 2
C8H11NO2S | ωB97M-V/def2-TZVPD

```
23
Properties=species:S:1:pos:R:3:forces:R:3:nbo_charge:R:1
S 2.22030 -2.22558 -1.66849 0.065 0.331 -0.465 0.4509
O -0.74112 2.07291 3.20065 0.070 -0.781 -0.703 -0.5826
O -2.09595 2.35370 1.50830 -1.168 -0.387 -1.104 -0.6943
N -2.24882 0.53918 -0.66280 -0.448 -0.182 -0.397 -0.8705
C -0.00826 1.30060 1.01512 0.237 -0.033 0.146 -0.5199
C 1.25192 -1.89290 -0.30508 0.802 -1.153 0.202 -0.4105
C -0.29988 -0.16378 0.68355 0.381 -1.281 0.102 -0.2322
C 0.94154 -0.03104 -1.60161 -0.568 2.364 -0.304 -0.2825
C -0.98673 1.86377 2.03128 0.990 1.391 0.991 0.7799
C 0.64841 -0.70007 -0.39680 -1.249 0.920 1.275 -0.0790
C -1.76653 -0.47141 0.29405 -0.073 -1.246 -0.264 -0.2231
C 1.79927 -0.71837 -2.39039 0.020 -0.433 -0.093 -0.4034
H -2.21103 1.99391 0.58227 0.071 0.230 0.564 0.5090
H -0.07537 1.93017 0.10638 0.132 -0.320 0.479 0.2209
H -0.11230 -0.76934 1.60577 -0.053 0.453 -0.632 0.2280
H 1.27027 -2.60122 0.51639 -0.218 0.208 -0.098 0.2415
H 1.00547 1.38650 1.45178 -0.543 -0.062 -0.327 0.2506
H -1.81689 -1.53068 -0.16533 0.153 1.463 0.839 0.1920
H 2.16502 -0.42625 -3.35480 0.186 -0.037 -0.168 0.2405
H -3.21630 0.36789 -0.94277 0.135 -0.008 0.438 0.3765
H -2.38184 -0.49137 1.22089 0.165 0.277 -0.725 0.2104
H -1.75120 0.40480 -1.54283 0.201 0.201 0.222 0.3713
H 0.55941 1.03712 -1.79452 0.711 -1.914 0.021 0.2268
```
Positions in Å, forces in eV/Å.

SMILES: NC[C@H](CC(=O)O)c1ccsc1
Max |F|: 0.0476 hartree/bohr
ΔE to the lowest compared entry with this formula, charge and spin: 0.00 kcal/mol
HOMO level: -9.35 eV

---

# 3
C27H42Cl2MoN2OS4Si | ωB97M-V/def2-TZVPD

```
80
Properties=species:S:1:pos:R:3:forces:R:3:mulliken_charge:R:1
Mo 0.08644 -0.72620 0.09131 0.389 -0.557 -0.259 -2.5013
Cl 6.88410 1.33891 1.46882 -0.020 -0.012 -0.006 -0.2055
Cl 2.56003 1.65436 4.59248 0.020 -0.001 -0.035 -0.1883
S -0.55344 -1.36918 -2.42280 -0.073 0.245 -0.010 0.5318
S 1.86295 -2.63786 -0.79333 -0.219 0.025 0.076 0.4405
S -2.09029 -1.86283 0.37352 0.047 -0.090 -0.189 0.6784
S 0.58146 -2.22703 2.04476 -0.374 0.185 -0.041 0.2511
Si -1.70691 1.30487 -0.51279 -0.060 0.094 0.061 0.2840
O 1.08490 1.13436 2.23919 -0.192 0.254 -0.098 -0.1427
N 2.15151 0.28694 -0.30142 -0.077 0.185 0.030 1.6116
N -1.05621 0.90764 2.51105 0.095 0.112 -0.082 0.2435
C -1.97084 -2.50820 -2.24821 0.040 0.034 0.011 -1.3583
C -3.30537 3.40970 0.75614 0.072 -0.017 0.058 -2.2574
C -3.10504 0.71454 -1.63508 0.081 -0.031 0.052 -1.5378
C -2.04650 -2.87641 1.87613 0.014 -0.001 0.018 -1.2480
C -2.09032 -3.17117 -0.88959 0.010 0.009 -0.041 -0.8026
C 1.22436 -3.50664 -2.24755 0.149 -0.170 0.054 -0.7799
C 0.23862 3.40925 -0.57346 0.031 -0.081 -0.028 -1.6779
C -1.73059 3.68380 -2.09765 0.035 0.027 0.028 -1.8633
C -3.80881 1.08548 1.42017 0.023 0.017 0.005 -1.7199
C 2.69889 0.19751 -1.49558 0.038 -0.065 -0.104 -0.4974
C 0.06972 0.54495 1.54814 0.155 0.011 0.313 1.0804
C 4.89390 0.71090 -0.75511 -0.071 -0.007 -0.043 -1.2049
C -0.75006 2.66923 -1.47982 -0.087 0.014 0.099 2.4270
C -0.69995 -3.51893 2.09590 0.045 -0.050 0.109 -0.8270
C 2.41915 1.00261 1.99041 0.006 -0.009 0.086 -0.2173
C 4.36591 0.85538 0.54670 0.070 -0.023 -0.011 -0.0339
C 3.24210 1.31129 3.05020 -0.034 -0.027 -0.053 0.5376
C 4.63372 1.38198 2.89772 0.024 -0.016 -0.128 -0.4643
C -2.66935 2.03642 1.01341 0.295 -0.070 0.165 2.8815
C 2.04236 -3.95354 0.43275 0.088 0.056 -0.050 -0.9633
C 5.18123 1.18089 1.66320 -0.073 0.027 0.090 0.6424
C 2.96623 0.69884 0.72333 0.018 0.032 0.070 -0.2160
C 4.04995 0.42442 -1.78468 0.027 0.011 0.056 -1.6687
C 0.01717 2.05825 -2.65354 -0.010 -0.048 0.053 -1.9095
C 2.03899 -3.27225 1.78406 0.060 -0.014 0.016 -0.9222
C 0.67492 -2.46727 -3.18994 -0.188 0.139 -0.076 -1.3352
C -1.72542 2.22064 2.20407 -0.196 0.012 -0.217 -1.9258
H -3.52148 0.03198 1.49338 -0.018 0.037 0.039 0.4142
H 0.57110 2.84567 -3.17145 0.014 0.010 -0.025 0.6504
H -2.29398 -2.19196 2.69176 -0.025 -0.058 0.024 0.2871
H -0.65063 1.59348 -3.37936 -0.006 -0.049 -0.024 0.3348
H -3.84493 1.51392 -1.71729 -0.008 0.032 0.000 0.5082
H 0.46314 -4.22726 -1.95224 -0.025 -0.014 0.044 0.3831
H -3.62445 -0.15337 -1.23231 -0.059 -0.035 -0.010 0.4259
H -4.60866 1.12103 0.68269 -0.025 -0.026 -0.016 0.4330
H -1.88231 -3.24417 -3.04755 -0.026 -0.020 0.036 0.6357
H 1.24072 -4.68313 0.32901 0.003 -0.001 -0.032 0.4651
H 2.04008 -4.04630 -2.73078 0.012 -0.011 0.069 0.5741
H 0.73607 1.31729 -2.31525 -0.024 0.004 -0.046 0.1629
H 0.20451 -2.92713 -4.05977 0.045 0.007 0.005 0.6593
H 1.46651 -1.81347 -3.55444 0.005 0.011 -0.059 0.4559
H -1.76228 0.17325 2.46822 0.007 0.028 -0.019 0.2418
H -0.65246 -3.99677 3.07510 0.008 -0.010 -0.023 0.5779
H -1.25724 -3.84443 -0.69255 0.018 -0.034 -0.032 0.0957
H -2.49795 3.19995 -2.70227 -0.022 -0.007 -0.017 0.3450
H 0.95235 2.72612 -0.10003 -0.042 0.071 -0.023 0.1304
H -0.27054 3.97758 0.20516 -0.006 0.025 0.064 0.2017
H 0.81087 4.13055 -1.16242 0.032 0.020 -0.011 0.6341
H -3.02658 -3.72919 -0.82935 0.003 0.039 0.036 0.6458
H -2.76508 0.49096 -2.64681 0.029 -0.003 -0.028 0.4096
H -3.94885 3.67496 1.59958 -0.024 0.003 0.025 0.5673
H 4.40413 0.33250 -2.80082 -0.016 0.009 -0.016 0.5359
H -0.93472 2.94259 2.00704 0.054 -0.054 0.032 0.2776
H -2.85396 -1.90419 -2.44901 -0.001 -0.023 -0.043 0.4607
H -2.26758 2.53727 3.09973 0.004 -0.074 0.009 0.5573
H -1.17222 4.34624 -2.76465 0.022 0.015 -0.008 0.5501
H -0.49536 -4.26462 1.33114 -0.033 -0.036 0.009 0.4283
H 2.89309 -2.59872 1.87619 -0.002 -0.016 0.056 0.4009
H 5.95273 0.84924 -0.92030 0.009 -0.009 0.017 0.4923
H 5.25581 1.62969 3.74533 -0.009 -0.001 0.019 0.5184
H -2.56124 4.19826 0.65434 0.001 0.009 -0.005 0.4478
H 2.08410 -3.99472 2.59958 0.009 0.029 0.009 0.5441
H -4.23911 1.39888 2.37628 -0.022 -0.004 0.016 0.3860
H -2.84122 -3.62060 1.82127 -0.002 0.020 -0.003 0.6581
H 2.04127 -0.10782 -2.29630 0.011 -0.024 -0.014 0.4304
H -3.92772 3.40749 -0.13711 -0.011 -0.009 -0.013 0.3971
H -0.65219 0.92536 3.45040 -0.016 0.013 0.029 0.6415
H 2.99527 -4.45726 0.27316 -0.024 -0.043 -0.002 0.5539
H -2.21853 4.31522 -1.36026 0.007 -0.021 -0.046 0.3392
```
Positions in Å, forces in eV/Å.

Max |F|: 0.0141 hartree/bohr
ΔE to the lowest compared entry with this formula, charge and spin: 0.00 kcal/mol
Total charge: +2
HOMO level (spin up / spin down): -12.73 / -12.74 eV

---

# 4
C3H10N2O | ωB97M-V/def2-TZVPD

```
16
Properties=species:S:1:pos:R:3:forces:R:3:nbo_charge:R:1
O 0.76384 -2.77692 -0.23887 -0.011 -0.101 -0.138 -0.5397
N -0.31696 -1.82337 1.59414 -0.055 -0.341 -0.213 -0.9111
N -1.34160 1.65050 -0.22441 0.072 -0.085 0.041 -0.8295
C 0.70712 -1.88374 0.55955 -0.177 0.146 0.172 0.7028
C -1.04123 2.13378 -1.57045 -0.008 0.098 0.074 -0.4116
C 1.68488 -0.74161 0.55814 0.234 -0.121 -0.020 -0.7340
H -0.07708 1.80948 -1.97684 0.010 -0.038 -0.016 0.1624
H -0.22167 -2.70041 2.11021 0.092 0.159 0.160 0.3810
H -1.82870 1.82640 -2.25688 0.008 -0.070 -0.023 0.1913
H 1.51091 -0.04033 1.36553 -0.045 0.039 0.002 0.2319
H 1.64239 -0.24241 -0.40980 -0.068 0.061 0.004 0.2440
H -1.21271 0.64767 -0.15308 -0.060 0.062 -0.048 0.3457
H 2.68850 -1.16347 0.63619 0.005 0.045 0.030 0.2448
H -1.04268 3.22338 -1.55652 -0.007 0.009 -0.018 0.1927
H -0.71144 2.06438 0.45044 -0.008 0.008 0.009 0.3508
H -1.20358 -1.98334 1.11266 0.020 0.129 -0.016 0.3784
```
Positions in Å, forces in eV/Å.

SMILES: CC(N)=O.CN
Max |F|: 0.0079 hartree/bohr
ΔE to the lowest compared entry with this formula, charge and spin: 24.23 kcal/mol
HOMO level: -9.39 eV